DFT (wB97M-V/def2-TZVPD) results for an isolated molecule of C11H10N2O2 at a distorted geometry.

Structure (XYZ):
```
25
Properties=species:S:1:pos:R:3
C -3.5006 -0.9786 0.6992
C -2.4409 -0.9447 1.6356
C -3.4100 -0.3903 -0.4735
C -1.2552 -0.3837 1.1615
C -2.2037 0.0998 -0.9644
C -1.0457 0.0127 -0.1394
C -1.3943 1.2448 -2.9702
C 0.2442 0.4983 -0.6297
C 2.4036 -0.0168 0.2054
C 2.5512 1.0056 1.3018
C 3.5684 -0.8602 -0.1264
N -2.0569 0.6279 -2.1881
N 1.3193 -0.3272 -0.4086
O -0.8313 1.8115 -3.7922
O 0.3853 1.5380 -1.2907
H -4.4626 -1.4328 0.9492
H -2.5333 -1.3643 2.6400
H -4.1370 -0.4695 -1.3465
H -0.4971 -0.1518 1.8284
H 2.2543 0.4998 2.1544
H 1.8718 1.9094 1.0294
H 3.4934 1.3203 1.4264
H 3.3633 -1.5469 -0.9261
H 3.9478 -1.3787 0.6585
H 4.3660 -0.3226 -0.4340
```

* E_tot: -685.1147 Eh
* ΔE to the lowest compared entry with this formula, charge and spin: 1.711 eV
* structure (SMILES): CC(C)=NC(=O)c1ccccc1N=C=O
* HOMO level: -0.318 Eh
* largest force on an atom: 5.78 eV/Å
* HOMO-LUMO gap: 9.1475 eV


DFT (wB97M-V/def2-TZVPD) results for a structure of composition C20H32BrCl3HgN3O at a distorted geometry.

Structure (XYZ):
```
61
Properties=species:S:1:pos:R:3
Hg -0.7320 1.6817 1.4684
C 1.7183 -3.2435 -4.0459
C 2.0700 -1.7550 -3.9288
C 3.5596 -1.6450 -3.5994
C 1.8310 -1.0668 -5.2788
C 1.1883 -1.1149 -2.8720
C 1.7081 -0.4975 -1.7525
C 0.8414 0.0625 -0.8377
Br 1.6478 0.9645 0.7090
C -0.5514 0.0533 -0.9325
O -1.3503 0.5679 -0.0251
C -1.0738 -0.5786 -2.0974
C -0.1990 -1.1305 -3.0119
C -2.5813 -0.6154 -2.3122
C -2.9870 -1.3198 -3.6131
C -3.0981 0.8272 -2.3846
C -3.2404 -1.3721 -1.1512
H 2.3682 -3.7127 -4.7806
H 0.6890 -3.3775 -4.3641
H 1.8516 -3.7416 -3.0877
H 4.1303 -2.1245 -4.3895
H 3.8018 -2.1426 -2.6645
H 3.8811 -0.6092 -3.5397
H 2.4846 -1.5056 -6.0288
H 2.0442 -0.0023 -5.2060
H 0.8031 -1.1919 -5.6054
H 2.7672 -0.4377 -1.5731
H -0.6216 -1.5962 -3.8853
H -2.5834 -0.8086 -4.4841
H -4.0719 -1.3063 -3.6943
H -2.6675 -2.3597 -3.6199
H -2.5906 1.3617 -3.1846
H -2.9187 1.3482 -1.4484
H -4.1674 0.8394 -2.5814
H -2.8225 -2.3741 -1.0754
H -4.3128 -1.4558 -1.3155
H -3.0761 -0.8492 -0.2138
Cl -1.5304 6.8970 0.3127
C -0.6825 6.1649 1.6283
Cl -2.2428 6.3673 3.4344
Cl 0.6915 7.0234 2.2105
C -0.6558 4.8147 1.6341
N -0.8120 3.6583 1.7957
C 2.1912 -0.7398 5.1759
C 0.8784 0.0398 5.1131
C 1.1338 1.4993 5.4967
C -0.1462 -0.6150 6.0503
N 0.4515 0.0370 3.7078
N -0.8975 0.4962 3.4688
H 2.6037 -0.6833 6.1788
H 2.9131 -0.3236 4.4796
H 2.0361 -1.7891 4.9347
H 1.5536 1.5631 6.4955
H 0.2232 2.0949 5.4836
H 1.8374 1.9354 4.7921
H 0.2622 -0.6581 7.0554
H -0.3626 -1.6343 5.7298
H -1.0766 -0.0505 6.0983
H 0.5509 -0.8954 3.3062
H -1.0685 1.2568 4.1361
H -1.5918 -0.2311 3.6891
```

* E_tot: -5128.6733 Eh
* multiplicity: 2
* HOMO level (spin up / spin down): -0.261 / -0.302 Eh
* largest force on an atom: 3.02 eV/Å
* HOMO-LUMO gap (spin up / spin down): 6.9723 / 7.5937 eV


DFT (wB97M-V/def2-TZVPD) results for a structure of composition C24H30IIrN9Se at a distorted geometry.

Structure (XYZ):
```
66
Properties=species:S:1:pos:R:3
Ir 0.3177 0.4073 -0.2131
C -0.7695 -1.9317 4.5409
C -0.5951 -3.0715 3.5233
C 0.8421 -3.1699 3.0812
C 1.7417 -3.7033 3.9814
C 3.1141 -3.6609 3.7617
C 3.6207 -3.0636 2.6119
C 2.7787 -2.5366 1.6592
C 3.3540 -2.1119 0.3394
C 3.4995 -3.3135 -0.6073
C 1.3621 -2.5932 1.8658
N 0.5572 -2.0930 0.8865
C -0.5159 -2.7102 0.4392
C -1.4356 -2.0791 -0.3912
C -2.6494 -2.6015 -0.9169
C -3.2679 -1.5734 -1.5743
C -2.4222 -0.4389 -1.4421
N -1.3290 -0.7340 -0.7567
H -1.7903 -1.9155 4.9201
H -0.5606 -0.9658 4.0793
H -0.0894 -2.0565 5.3824
H -1.2862 -2.9096 2.7035
H -0.8749 -4.0104 4.0024
H 1.3627 -4.1511 4.8920
H 3.7889 -4.0969 4.4864
H 4.6889 -3.0427 2.4351
H 4.3411 -1.6760 0.5034
H 2.7214 -1.3561 -0.1147
H 4.1517 -4.0655 -0.1649
H 3.9378 -3.0042 -1.5569
H 2.5364 -3.7951 -0.8033
H -0.6749 -3.7655 0.6562
H -3.0050 -3.6117 -0.7870
H -4.2134 -1.5975 -2.0908
H -2.5894 0.5504 -1.8426
N -1.0880 4.0131 -2.5022
C -0.3309 3.4101 -3.4730
C 0.0929 2.2392 -2.9291
N -0.4055 2.1235 -1.6497
C -1.1106 3.2169 -1.4235
H -1.5424 4.9086 -2.5837
H -0.1512 3.8467 -4.4395
H 0.7303 1.4940 -3.3690
H -1.6417 3.4551 -0.5169
Se 3.8786 2.1364 -2.1545
N 4.7719 2.4731 -0.6655
C 4.0810 2.0686 0.3868
C 4.4035 2.1268 1.7496
C 3.4962 1.5862 2.6727
C 2.3096 1.0143 2.2773
N 1.9643 0.9587 0.9588
C 2.8177 1.4455 0.0449
N 2.5111 1.3264 -1.2290
H 5.3336 2.5715 2.0750
H 3.7250 1.6243 3.7282
H 1.6239 0.5874 2.9959
N 0.1698 -1.3397 -3.0648
N 1.0993 -0.9617 -2.0750
H 0.3926 -2.2204 -3.5058
H 0.0454 -0.6125 -3.7507
H 1.8939 -0.4283 -2.4188
H 1.4474 -1.7934 -1.6118
I -0.6664 2.8068 2.1405
C -0.9875 0.8466 1.3789
H -2.0099 0.8196 1.0232
H -0.8493 0.1470 2.1959
```

* E_tot: -4228.0793 Eh
* ΔE to the lowest compared entry with this formula, charge and spin: 0.921 eV
* multiplicity: 6
* charge: +2
* HOMO level (spin up / spin down): -0.425 / -0.514 Eh
* largest force on an atom: 1.39 eV/Å
* HOMO-LUMO gap (spin up / spin down): 5.5319 / 5.1436 eV


DFT (wB97M-V/def2-TZVPD) results for an isolated molecule of C6H10O4 at a distorted geometry.

Structure (XYZ):
```
20
Properties=species:S:1:pos:R:3
C 0.1805 1.1518 0.7933
C 0.4798 -0.0610 1.7098
C -0.4345 -1.1271 1.1826
C 0.0511 -1.5396 -0.1510
C -0.5241 -0.5353 -1.1211
C 0.1369 0.8396 -0.7235
H -1.2533 2.5048 0.9841
H 0.8872 1.9890 0.9476
H 0.4408 0.1541 2.7809
H 1.5199 -0.3642 1.5233
H -1.4443 -0.7741 1.2175
H 1.1192 -1.6092 -0.2379
H -1.6438 -0.4741 -1.2696
H -0.5154 -1.3731 -2.8921
H -0.4765 1.6648 -1.1775
H 1.5027 0.4089 -2.0660
O -1.1101 1.6162 1.2859
O -0.4321 -2.5415 0.7752
O 0.0456 -0.8044 -2.3721
O 1.4705 0.8745 -1.1896
```

* E_tot: -535.4628 Eh
* ΔE to the lowest compared entry with this formula, charge and spin: 3.627 eV
* structure (SMILES): O[C@@H]1[C@H](O)[C@@H](O)C[C@@H]2O[C@@H]12
* HOMO level: -0.350 Eh
* largest force on an atom: 2.29 eV/Å
* HOMO-LUMO gap: 10.1116 eV


DFT (wB97M-V/def2-TZVPD) results for an isolated molecule of C4H8N2O.

Structure (XYZ):
```
15
Properties=species:S:1:pos:R:3
N 0.3704 -1.4448 2.5668
C -0.3847 -0.4155 1.9179
C 0.7700 1.1986 -1.1671
C -0.1205 0.0606 -1.6232
O -0.9840 0.5641 -2.6045
C -0.6306 -0.4768 0.6246
N -0.9378 -0.5382 -0.5578
H 1.1455 -1.0408 3.0825
H -0.2119 -1.9348 3.2391
H -0.7856 0.4422 2.4601
H 1.4768 0.8577 -0.4051
H 0.1517 1.9992 -0.7494
H 0.4872 -0.7662 -2.0230
H 1.3265 1.5954 -2.0201
H -1.6728 -0.1007 -2.7409
```

* E_tot: -341.9073 Eh
* ΔE to the lowest compared entry with this formula, charge and spin: 2.622 eV
* structure (SMILES): C[C@H](O)N=C=CN
* HOMO level: -0.323 Eh
* largest force on an atom: 0.68 eV/Å
* HOMO-LUMO gap: 9.5802 eV